Entry 1:
C13H37BrCuN5O4 as an isolated structure, computed with ωB97M-V/def2-TZVPD.

Last column: Löwdin charge in e.
Element x y z (Å)
Cu1 -0.82282 -0.34323 0.15798  0.44
Br1 -3.24577 -0.07196 1.56525  -0.16
C1 1.70510 -1.29403 -1.68649  -0.79
O1 0.78476 -1.15045 -0.97149  0.04
N1 1.66594 -1.64959 -2.93577  0.21
N2 2.87594 -1.10229 -1.23286  0.21
H1 0.74505 -1.74217 -3.34011  0.12
H2 2.53335 -1.86295 -3.40713  0.13
H3 3.04125 -0.92599 -0.25220  0.11
H4 3.65514 -1.52857 -1.71374  0.13
C2 1.20250 3.59125 0.90086  -0.03
C3 1.27351 2.07429 0.75031  -0.39
C4 2.28709 1.41774 1.80050  -0.13
O2 2.37826 0.00589 1.55062  -0.29
C5 3.03334 -0.72332 2.67487  -0.04
N3 -0.00927 1.49453 0.84214  0.04
H5 0.95607 3.97826 1.88960  0.09
H6 0.48200 4.12573 0.28172  0.07
H7 2.10428 4.11079 0.57685  0.09
H8 1.76605 1.72841 -0.15847  0.13
H9 1.91462 1.56926 2.81361  0.12
H10 3.34397 1.68441 1.80429  0.13
H11 4.10420 -0.56259 2.79950  0.10
H12 3.01956 -1.78475 2.42729  0.08
H13 2.39842 -0.62515 3.55539  0.10
H14 -0.62266 2.05489 0.26781  0.01
H15 -0.26004 1.72826 1.79219  0.11
C6 0.37521 -3.56265 2.87442  -0.05
C7 0.03589 -2.83918 1.57180  -0.36
C8 -1.34754 -3.27968 1.02606  -0.21
O3 -1.50380 -2.61844 -0.17418  -0.27
C9 -2.57734 -3.16324 -0.91750  -0.09
N4 0.06282 -1.41563 1.85115  0.05
H16 0.49333 -4.62431 2.65756  0.08
H17 -0.32863 -3.58304 3.70647  0.09
H18 1.33052 -3.20059 3.25438  0.07
H19 0.86740 -3.02965 0.89326  0.14
H20 -2.13728 -2.85662 1.64689  0.10
H21 -1.46196 -4.36351 1.00905  0.14
H22 -2.59888 -2.59313 -1.84626  0.08
H23 -3.58795 -3.09820 -0.51432  0.10
H24 -2.42761 -4.17418 -1.29654  0.10
H25 -0.42583 -1.09234 2.67384  0.10
H26 1.01356 -1.11698 2.01549  0.04
C10 -0.77703 1.48865 -3.80199  -0.04
C11 -0.86144 1.53643 -2.27835  -0.39
C12 -1.58138 2.79953 -1.78293  -0.15
O4 -1.82448 2.75854 -0.38141  -0.28
C13 -2.84746 3.61138 0.02042  -0.09
N5 -1.54487 0.27920 -1.91178  0.07
H27 -0.07465 0.69172 -4.04626  0.07
H28 -0.25747 2.35343 -4.21463  0.09
H29 -1.72922 1.39494 -4.32416  0.10
H30 0.15057 1.59665 -1.87793  0.13
H31 -2.49058 2.88791 -2.37761  0.14
H32 -0.93700 3.67412 -1.87214  0.14
H33 -3.66827 3.41569 -0.66957  0.09
H34 -2.65741 4.68469 0.01943  0.10
H35 -3.33036 3.29496 0.94497  0.09
H36 -1.12530 -0.39822 -2.53241  0.07
H37 -2.53542 0.34505 -2.09771  0.12

ΔE to the lowest compared entry with this formula, charge and spin ... 0.0 kcal per mole
Highest occupied orbital energy (spin up / spin down) ... -10.6 / -10.6 eV
Kohn-Sham gap (spin up / spin down) ... 8.37 / 6.77 eV
F_max ... 0.1302 hartree/bohr
Energy ... -144397.67985 eV
Charge ... +1
⟨S²⟩ ... 0.75
2S+1 ... 2


Entry 2:
A 2-piece molecular cluster, C3H6O3S overall, computed with ωB97M-V/def2-TZVPD.

Last column: Löwdin charge in e.
Element x y z (Å)
O1 -0.70005 -1.10057 -1.38724  -0.11
C1 -1.54602 -0.57238 -0.62425  -0.75
O2 -2.74472 -0.92442 -0.46418  -0.14
C2 -1.07214 0.71576 0.10847  -0.24
C3 0.18736 0.57397 1.00341  -0.77
S1 1.35867 1.99629 0.89694  -0.04
H1 -1.90033 1.12740 0.69301  0.08
H2 -0.78176 1.39525 -0.69693  0.06
H3 -0.15263 0.49936 2.04580  0.02
H4 0.68550 -0.37307 0.79097  0.01
H5 1.45809 -1.31621 -0.74184  -0.01
H6 2.78743 -0.56600 -0.77090  0.00
O3 2.42061 -1.45538 -0.85326  -0.12

ΔE to the lowest compared entry with this formula, charge and spin ... 9.6 kcal per mole
Highest occupied orbital energy ... 0.5 eV
Kohn-Sham gap ... 5.71 eV
F_max ... 0.0104 hartree/bohr
Energy ... -20185.95102 eV
Charge ... -2


Entry 3:
C18H21F3O5 as an isolated structure, computed with ωB97M-V/def2-TZVPD.

Last column: Löwdin charge in e.
Element x y z (Å)
C1 -2.90210 2.16472 2.07726  -0.02
C2 -1.57545 2.63003 1.88129  -0.54
H1 -0.99706 2.51713 2.73984  0.11
H2 -1.50886 3.77439 1.67846  0.16
O1 -1.06896 2.04143 1.00483  -0.03
C3 0.48750 2.28131 0.82810  -0.21
C4 1.03027 1.46870 -0.34131  -0.12
C5 2.14502 2.33069 -1.20700  -0.04
C6 3.45834 2.28042 -0.32839  -0.17
C7 3.85801 3.53422 0.18432  -0.50
O2 3.09231 4.29258 0.79379  0.02
H3 2.71672 3.84007 1.60485  0.14
H4 3.93477 4.24298 -0.59329  0.12
H5 4.90036 3.43027 0.69346  0.15
H6 3.24174 1.63469 0.54368  0.10
H7 4.38921 1.69703 -0.77887  0.16
H8 1.86190 3.18218 -1.23337  0.00
H9 2.41271 1.70418 -2.03976  0.12
H10 0.11171 1.63733 -1.42022  0.24
C8 1.31506 -0.01504 -0.25277  -0.23
C9 1.25204 -0.17503 1.19159  0.02
C10 1.54795 0.64759 2.17702  -0.12
O3 1.36020 1.98841 1.79706  -0.01
C11 1.61694 0.29731 3.63773  -0.45
O4 1.27754 1.39329 4.25354  0.05
O5 1.68097 -0.96177 3.76577  0.13
H11 1.65248 -1.09396 4.92807  0.30
H12 1.38655 -1.28755 1.31663  0.16
C12 0.25037 -0.87600 -0.81572  -0.19
C13 -1.17600 -0.80667 -0.53867  0.04
C14 -2.09686 -1.49619 -1.26392  -0.09
C15 -1.81186 -2.38086 -2.09536  -0.15
C16 -0.38168 -2.64494 -2.49121  0.06
C17 0.46184 -1.78103 -1.75793  -0.08
H13 1.55850 -1.88610 -2.07088  0.13
H14 0.01530 -3.37901 -3.34812  0.16
C18 -2.86179 -3.26913 -2.83051  -0.64
F1 -2.17202 -4.85132 -2.74904  -0.18
F2 -2.94495 -2.99912 -4.04895  0.27
F3 -3.74248 -3.36154 -2.14466  0.39
H15 -3.16122 -1.63278 -0.81390  0.17
H16 -1.20998 -0.05240 0.24230  0.11
H17 2.21707 -0.18512 -0.60678  0.11
H18 0.55517 3.37453 0.72449  0.17
H19 -2.90614 1.34209 2.34128  -0.05
H20 -3.56678 2.73891 2.79995  0.13
H21 -3.52219 2.28079 1.18139  0.11

ΔE to the lowest compared entry with this formula, charge and spin ... 400.8 kcal per mole
Highest occupied orbital energy ... -9.0 eV
Kohn-Sham gap ... 8.82 eV
F_max ... 0.3663 hartree/bohr
Energy ... -37380.09354 eV


Entry 4:
C3H2N2 as an isolated structure, computed with ωB97M-V/def2-TZVPD.

Last column: Löwdin charge in e.
Element x y z (Å)
C1 0.86142 1.42097 0.03500  0.17
C2 2.65410 0.66664 0.03288  0.05
C3 0.32146 0.14383 0.11380  -0.40
N1 2.62699 -0.56884 0.02412  -0.08
N2 1.37614 -0.78147 -0.01388  -0.03
H1 0.12696 0.34922 1.14201  0.14
H2 -0.55880 -0.36160 -0.31888  0.15

ΔE to the lowest compared entry with this formula, charge and spin ... 221.9 kcal per mole
Highest occupied orbital energy (spin up / spin down) ... -9.3 / -9.0 eV
Kohn-Sham gap (spin up / spin down) ... 7.63 / 7.20 eV
F_max ... 0.1123 hartree/bohr
Energy ... -6112.86349 eV


Entry 5:
C24H44N10NbO as an isolated structure, computed with ωB97M-V/def2-TZVPD.

Last column: Löwdin charge in e.
Element x y z (Å)
C1 -1.97791 -2.48131 -0.52319  -0.12
C2 -0.95950 -3.14542 0.41566  -0.25
C3 -0.87771 -2.49302 1.79712  -0.30
O1 0.39802 -2.56518 2.36121  -0.29
C4 1.10205 -1.30860 2.46838  -0.43
Nb1 2.30706 -0.65028 0.60070  0.83
H1 -2.92877 -3.01277 -0.48776  0.05
H2 -1.60588 -2.45636 -1.53983  0.05
H3 -2.18174 -1.45468 -0.23318  0.04
H4 0.02273 -3.13792 -0.04090  0.05
H5 -1.24050 -4.19167 0.54903  0.08
H6 -1.54776 -3.05357 2.46420  0.11
H7 -1.25856 -1.47564 1.75492  0.06
H8 0.43220 -0.52889 2.83751  0.01
H9 1.86674 -1.49736 3.22333  0.02
H10 0.64319 -0.49030 -0.14765  -0.15
H11 2.23144 -2.41856 0.07135  -0.17
H12 3.94834 -1.13894 1.32576  -0.21
H13 2.35664 1.04983 1.31974  -0.19
H14 2.92549 -0.14078 -1.05788  -0.21
C5 6.56114 2.15184 1.86457  -0.09
C6 5.75847 1.76171 0.71701  -0.30
N1 5.12729 1.45181 -0.18790  0.12
H15 6.29349 3.15491 2.18241  0.04
H16 6.38247 1.45765 2.68457  0.08
H17 7.61741 2.12936 1.59895  0.07
C7 -3.26042 -5.48717 -3.03813  -0.07
C8 -3.37697 -4.08353 -3.39955  -0.28
N2 -3.41780 -2.95426 -3.60229  0.15
H18 -4.03168 -6.07533 -3.52807  0.07
H19 -2.27863 -5.85510 -3.33096  0.09
H20 -3.37305 -5.58609 -1.96459  0.05
C9 10.01994 4.32066 3.39511  -0.06
C10 8.61853 4.71042 3.41489  -0.25
N3 7.50990 5.00065 3.41900  0.15
H21 10.49967 4.72314 2.50573  0.09
H22 10.52051 4.70673 4.28026  0.08
H23 10.09742 3.23555 3.38416  0.09
C11 -4.89677 -2.25564 -6.81921  -0.06
C12 -5.05272 -3.01408 -8.05125  -0.30
N4 -5.17188 -3.61066 -9.02487  0.12
H24 -4.27637 -2.80261 -6.11118  0.05
H25 -4.43017 -1.29632 -7.03724  0.07
H26 -5.87250 -2.07897 -6.37009  0.07
C13 -3.67359 -7.52876 0.98419  -0.06
C14 -4.43861 -7.53003 -0.25487  -0.28
N5 -5.02074 -7.52111 -1.24289  0.14
H27 -2.69274 -7.09015 0.81019  0.08
H28 -4.19526 -6.94188 1.73670  0.08
H29 -3.55296 -8.54858 1.34252  0.08
C15 5.58918 7.40214 5.05189  -0.07
C16 5.93532 7.55746 6.45658  -0.27
N6 6.22297 7.68653 7.55919  0.13
H30 4.59364 6.97356 4.96011  0.09
H31 5.60600 8.37413 4.56310  0.08
H32 6.30394 6.74210 4.56478  0.03
C17 -4.31641 0.74345 3.14854  -0.08
C18 -3.17455 0.78602 2.24702  -0.27
N7 -2.27054 0.81937 1.54279  0.17
H33 -4.10026 1.32209 4.04413  0.08
H34 -5.19173 1.16049 2.65493  0.08
H35 -4.52214 -0.28713 3.43082  0.08
C19 -8.95841 -1.72438 -8.57562  -0.07
C20 -8.69179 -1.11425 -7.28030  -0.29
N8 -8.45599 -0.64422 -6.26161  0.13
H36 -9.90377 -2.26144 -8.54183  0.08
H37 -9.01048 -0.95271 -9.34039  0.08
H38 -8.15842 -2.41967 -8.82515  0.07
C21 5.15904 9.16498 10.60983  -0.09
C22 4.74527 9.00859 11.99756  -0.29
N9 4.41890 8.88930 13.09027  0.11
H39 4.47687 9.83945 10.09719  0.08
H40 6.16481 9.57609 10.56908  0.08
H41 5.15427 8.20286 10.10309  0.06
C23 -1.94049 -1.53792 -9.30807  -0.07
C24 -2.72900 -0.33393 -9.08835  -0.30
N10 -3.36682 0.60044 -8.90199  0.13
H42 -0.91929 -1.26647 -9.56637  0.08
H43 -1.93052 -2.13929 -8.40129  0.08
H44 -2.37857 -2.12041 -10.11560  0.08

Highest occupied orbital energy ... -3.8 eV
Kohn-Sham gap ... 5.43 eV
F_max ... 0.0296 hartree/bohr
Energy ... -44089.93723 eV
Charge ... -1


Entry 6:
C31H30IrN5O2PS as an isolated structure, computed with ωB97M-V/def2-TZVPD.

Last column: Löwdin charge in e.
Element x y z (Å)
Ir1 -1.25441 -1.21253 -0.15962  1.25
C1 -1.94530 -1.19899 -3.41904  -0.04
O1 -0.98982 -0.88502 -2.39383  -0.26
C2 0.35586 -1.01013 -2.71571  -0.22
C3 0.79954 -1.07560 -4.02491  0.00
C4 2.15057 -1.23945 -4.28778  -0.05
C5 3.05722 -1.32375 -3.23874  -0.05
C6 2.60834 -1.23339 -1.93541  0.01
C7 1.25452 -1.08867 -1.66245  -0.18
N1 0.72697 -1.04135 -0.34690  -0.12
N2 1.55296 -1.15838 0.58755  0.12
C8 1.27726 -1.35007 1.88745  -0.15
C9 -0.02063 -1.52056 2.44972  -0.33
O2 -1.13961 -1.53384 1.79420  -0.21
C10 -0.14449 -1.62861 3.86619  0.01
C11 0.93700 -1.58929 4.67641  0.02
C12 2.26211 -1.47160 4.15798  -0.17
C13 3.37778 -1.48081 5.01499  -0.02
C14 4.64907 -1.41384 4.50798  -0.07
C15 4.83172 -1.33461 3.12069  -0.06
C16 3.75222 -1.31040 2.27017  -0.02
C17 2.44112 -1.37055 2.76787  -0.09
H1 -1.93091 -0.42979 -4.18944  0.10
H2 -2.91544 -1.21124 -2.93160  0.07
H3 -1.73172 -2.17762 -3.84906  0.12
H4 0.10348 -1.00074 -4.84689  0.12
H5 2.48987 -1.29749 -5.31246  0.12
H6 4.11043 -1.46794 -3.43365  0.11
H7 3.29734 -1.28989 -1.10569  0.10
H8 -1.14639 -1.73466 4.25956  0.13
H9 0.80355 -1.66358 5.74917  0.13
H10 3.21250 -1.54920 6.08329  0.12
H11 5.50414 -1.43198 5.16951  0.11
H12 5.83337 -1.29806 2.71329  0.11
H13 3.90969 -1.25551 1.20327  0.09
C18 -3.42591 1.48953 0.15569  -0.23
P1 -1.65995 1.10311 -0.08072  0.91
C19 -0.87336 2.24698 1.09137  -0.35
C20 -1.07586 3.62009 0.92635  -0.09
C21 -0.48548 4.51951 1.79484  -0.06
C22 0.32107 4.06447 2.83265  -0.06
C23 0.52546 2.70598 3.00215  -0.05
C24 -0.07611 1.80109 2.13624  -0.07
C25 -1.24986 1.88693 -1.66794  -0.37
C26 -2.21043 2.12114 -2.64688  -0.10
C27 -1.86495 2.79298 -3.81215  -0.07
C28 -0.55833 3.21286 -4.01247  -0.06
C29 0.41324 2.93885 -3.05816  -0.05
C30 0.07093 2.27507 -1.89180  -0.09
H14 -3.59590 2.55361 0.00174  0.06
H15 -3.70533 1.23077 1.17835  0.06
H16 -4.04607 0.92567 -0.54363  0.04
H17 -1.68706 3.99257 0.11243  0.11
H18 -0.65404 5.57985 1.66220  0.11
H19 0.78055 4.77171 3.51014  0.11
H20 1.14920 2.33943 3.80687  0.11
H21 0.07682 0.74585 2.28883  0.07
H22 -3.23224 1.78895 -2.50961  0.10
H23 -2.62355 3.00125 -4.55533  0.11
H24 -0.29592 3.75169 -4.91314  0.11
H25 1.43501 3.25790 -3.21532  0.11
H26 0.82751 2.07064 -1.14216  0.12
N3 -3.95239 -2.25787 -1.00704  -0.01
N4 -3.30556 -1.75573 0.16673  -0.17
H27 -4.77284 -2.79911 -0.75201  0.10
H28 -3.28978 -2.88544 -1.45441  0.06
H29 -3.21120 -2.46137 0.89990  0.11
H30 -3.88093 -1.01270 0.54771  0.08
S1 -0.23121 -5.83546 -0.32075  0.61
C31 -0.67636 -4.31150 -0.43239  -0.96
N5 -1.03906 -3.19010 -0.52438  -0.12

ΔE to the lowest compared entry with this formula, charge and spin ... 0.0 kcal per mole
Highest occupied orbital energy ... -10.4 eV
Kohn-Sham gap ... 6.81 eV
F_max ... 0.0261 hartree/bohr
Energy ... -67137.71772 eV
Charge ... +1